[1]
The following is a DFT calculation (ωB97M-V with the def2-TZVPD basis set) of a cluster of 12 separate species, C6H33NO12 in total at a distorted geometry.

```
52
Properties=species:S:1:pos:R:3:nbo_charge:R:1
C 2.87 0.80 1.75 -0.198
C 1.58 1.55 0.96 -0.485
C 0.25 0.85 0.99 -0.135
C -0.08 0.42 -0.31 -0.305
C -1.42 -0.09 -0.39 -0.311
C -2.15 -0.28 -1.51 0.112
O -3.48 -0.70 -1.26 -0.732
N 2.64 -0.19 2.68 -0.816
H 3.33 0.35 0.85 0.177
H 3.57 1.56 2.13 0.193
H 1.31 2.57 1.10 0.251
H 2.06 1.44 -0.09 0.171
H -0.22 0.83 1.92 0.231
H 0.55 0.60 -1.09 0.227
H -1.94 -0.09 0.53 0.216
H -2.02 0.01 -2.63 0.186
H -3.98 -0.79 -2.14 0.481
H 2.06 0.12 3.41 0.354
H 2.22 -1.05 2.24 0.345
H -0.32 -3.42 -0.12 0.463
H -1.07 -4.71 -0.44 0.485
O -0.78 -3.82 -0.67 -0.949
H 1.52 -2.97 0.07 0.476
H 1.31 -1.47 -0.10 0.510
O 1.01 -2.28 0.38 -0.972
H -0.92 2.96 0.84 0.478
H -1.42 2.59 2.11 0.468
O -1.45 3.35 1.60 -0.946
H 0.41 4.21 -1.06 0.488
H -0.25 4.79 0.28 0.495
O 0.57 4.31 -0.09 -0.975
H -2.29 -0.07 4.29 0.470
H -0.78 0.18 3.85 0.493
O -1.58 0.69 4.14 -0.968
H -3.01 -2.49 1.98 0.463
H -3.03 -2.34 0.50 0.493
O -2.47 -2.80 1.30 -0.944
H 0.53 -1.47 2.38 0.488
H -0.93 -1.46 1.68 0.521
O -0.38 -1.13 2.47 -1.005
H 2.98 -0.93 -2.74 0.474
H 3.80 -0.17 -1.97 0.465
O 3.52 -1.12 -1.93 -0.937
H -0.31 -2.83 -2.50 0.512
H -1.51 -2.29 -2.95 0.470
O -0.64 -2.11 -3.11 -0.959
H 0.19 2.60 -2.36 0.494
H -0.81 2.97 -3.56 0.481
O -0.50 3.27 -2.71 -0.972
H 0.76 0.25 -4.21 0.469
H 0.01 -0.45 -3.18 0.504
O 0.70 0.24 -3.26 -0.992
```

Output
SMILES: NCC/C=C/C=C/O.O.O.O.O.O.O.O.O.O.O.O
Molecular weight, g mol⁻¹: 311.3
LUMO energy, eV: -0.04
Frontier orbital gap, hartree: 0.2831
Calculated total energy, eV: -32812.5207
Energy above the lowest of the compared OMol25 structures with the same formula, charge and spin, eV: 7.681

[2]
The following is a DFT calculation (ωB97M-V with the def2-TZVPD basis set) of a structure of composition C18H27N7O3S3V at a distorted geometry.

```
59
Properties=species:S:1:pos:R:3:mulliken_spin:R:1
V 0.58 0.20 -0.18 2.062
N -0.18 -1.19 -1.62 -0.014
C -0.06 -2.57 -1.15 0.016
C -0.79 -2.65 0.17 0.014
N -0.27 -1.60 1.07 -0.055
C -1.31 -1.07 1.97 0.016
C -1.96 0.19 1.41 -0.005
N -2.72 -0.08 0.21 0.010
C 0.86 -2.17 1.85 0.028
C 1.63 -1.08 2.57 0.004
N 1.90 0.00 1.61 -0.009
H -1.15 -0.99 -1.87 0.007
H 0.43 -1.02 -2.43 0.003
H 1.00 -2.79 -1.04 -0.006
H -0.48 -3.28 -1.87 0.000
H -0.70 -3.63 0.63 0.002
H -1.86 -2.46 0.00 0.000
H -0.87 -0.81 2.93 -0.002
H -2.08 -1.82 2.16 -0.002
H -0.35 1.31 2.10 0.031
H -2.56 0.66 2.22 0.006
H -3.20 0.75 -0.12 -0.001
H -3.45 -0.76 0.42 0.000
H 1.51 -2.67 1.13 -0.004
H 0.49 -2.92 2.56 0.001
H 2.55 -1.48 2.99 -0.001
H 1.05 -0.66 3.40 -0.001
H 2.75 -0.21 1.08 0.000
H 2.07 0.88 2.09 0.007
N -1.47 3.40 1.40 0.001
C -1.76 3.61 2.79 -0.001
C -2.74 4.60 2.99 0.001
C -3.17 4.90 4.25 0.000
C -2.61 4.21 5.33 0.001
C -1.63 3.27 5.13 -0.001
C -1.14 2.95 3.85 0.001
S 0.23 1.90 3.70 -0.002
N -0.83 1.12 1.10 -0.075
C -1.18 2.38 0.64 0.041
C -1.25 2.55 -0.84 -0.005
C -1.82 3.64 -1.46 -0.006
C -1.83 3.69 -2.85 0.002
C -1.27 2.64 -3.55 0.000
C -0.73 1.58 -2.85 0.016
N -0.72 1.52 -1.52 -0.020
H -1.65 4.25 0.88 0.000
H -3.17 5.11 2.13 0.000
H -3.93 5.66 4.41 0.000
H -2.93 4.43 6.34 0.000
H -1.18 2.77 5.97 0.000
H -2.29 4.45 -0.91 0.000
H -2.26 4.54 -3.37 0.000
H -1.24 2.64 -4.63 0.000
H -0.24 0.77 -3.37 0.000
O 1.92 0.42 -3.02 0.006
S 2.75 0.47 -1.82 0.011
O 4.16 0.54 -2.01 0.007
O 2.32 -0.70 -0.93 -0.027
S 2.05 2.01 -0.63 -0.055
```

Output
<S²>: 2.018
Molecular weight, g mol⁻¹: 536.6
LUMO energy (alpha / beta), eV: -4.61 / -4.65
Frontier orbital gap (alpha / beta), hartree: 0.2206 / 0.2192
2S+1: 3
Total charge: +1
Calculated total energy, eV: -93868.3103

[3]
The following is a DFT calculation (ωB97M-V with the def2-TZVPD basis set) of a structure of composition C31H51ClP2Ti at a distorted geometry.

```
86
Properties=species:S:1:pos:R:3:mulliken_spin:R:1
Ti 0.67 0.15 -2.43 -0.130
C -0.42 -2.24 -1.71 -0.004
C 0.75 -2.04 -2.54 0.104
C 1.34 -1.86 -0.27 0.055
C -0.02 -2.22 -0.35 0.045
C 1.85 -1.73 -1.60 -0.038
C -1.73 -2.73 -2.18 0.006
H -1.99 -2.31 -3.15 0.000
H -2.52 -2.46 -1.46 0.001
H -1.74 -3.83 -2.26 0.000
C -0.84 -2.74 0.78 -0.015
H -1.92 -2.58 0.61 0.000
H -0.58 -2.26 1.73 0.021
H -0.69 -3.83 0.92 0.001
C 2.15 -1.96 0.97 -0.002
H 2.53 -2.98 1.12 0.005
H 1.55 -1.71 1.86 -0.004
H 3.01 -1.28 0.95 0.003
C 3.28 -1.68 -1.99 0.002
H 3.51 -2.49 -2.71 0.000
H 3.91 -1.83 -1.10 0.000
H 3.59 -0.73 -2.46 -0.001
C 0.91 -2.48 -3.96 -0.005
H 0.96 -3.58 -3.99 0.007
H 1.83 -2.10 -4.42 0.002
H 0.06 -2.18 -4.60 0.001
C -0.66 1.61 -2.10 -0.003
C -1.13 0.63 -3.07 -0.010
C -0.93 0.81 -4.56 -0.001
C 0.52 0.80 -5.11 -0.008
C 1.63 0.60 -4.09 -0.009
C 1.91 1.59 -3.09 -0.018
C 1.24 2.95 -3.18 -0.007
C -0.18 2.97 -2.57 -0.005
H -1.41 1.75 -4.89 -0.001
H 0.68 1.75 -5.65 -0.001
H -1.49 0.00 -5.09 0.001
H -0.89 3.37 -3.33 0.001
H -1.00 1.55 -1.06 0.003
H -2.03 0.07 -2.82 0.000
H -0.19 3.68 -1.73 0.001
H 1.87 3.69 -2.68 0.001
H 2.78 1.50 -2.42 0.000
H 1.17 3.27 -4.23 -0.001
H 0.60 0.02 -5.89 0.000
H 2.42 -0.09 -4.40 0.004
P -3.17 0.07 0.77 -0.004
C -4.53 -0.67 1.74 -0.003
H -5.35 0.06 1.76 0.000
H -4.21 -0.93 2.75 0.001
H -4.87 -1.58 1.23 0.000
C -2.88 1.58 1.78 0.019
H -3.84 1.95 2.18 0.002
H -2.42 2.37 1.16 -0.001
H -2.20 1.34 2.61 -0.013
C -4.18 0.83 -0.57 0.000
H -3.60 1.62 -1.08 0.000
H -5.10 1.24 -0.15 0.000
H -4.43 0.05 -1.31 0.000
P 2.31 2.18 0.59 0.002
C 4.10 1.88 0.28 0.001
H 4.75 2.64 0.74 0.000
H 4.22 1.89 -0.82 0.000
H 4.38 0.87 0.63 0.000
C 1.95 3.97 0.42 0.001
H 2.24 4.29 -0.60 0.000
H 2.46 4.56 1.19 0.000
H 0.85 4.08 0.52 0.000
C 1.87 1.63 2.27 0.000
H 2.40 2.20 3.04 0.000
H 2.10 0.54 2.33 0.003
H 0.77 1.76 2.36 0.001
Cl -2.83 -2.56 4.79 0.017
C -1.54 -1.79 5.60 0.188
C -1.36 -1.98 6.95 -0.103
C -0.29 -1.37 7.63 0.234
C 0.62 -0.56 6.91 -0.107
C 0.45 -0.35 5.55 0.211
C -0.65 -0.94 4.84 -0.043
C -0.84 -0.69 3.49 0.324
H -2.06 -2.62 7.50 -0.001
H -0.16 -1.52 8.70 0.015
H 1.45 -0.10 7.44 -0.004
H 1.14 0.29 5.00 0.028
H -0.09 -0.15 2.93 0.168
H -1.79 -0.93 3.02 0.064
```

Output
<S²>: 0.860
Molecular weight, g mol⁻¹: 569.0
LUMO energy (alpha / beta), eV: -4.76 / -5.09
Frontier orbital gap (alpha / beta), hartree: 0.1699 / 0.1981
2S+1: 2
Total charge: +1
Calculated total energy, eV: -87178.3511
Energy above the lowest of the compared OMol25 structures with the same formula, charge and spin, eV: 0.000

[4]
The following is a DFT calculation (ωB97M-V with the def2-TZVPD basis set) of the ion C3H2BrN2S with charge -1 at a distorted geometry.

```
9
Properties=species:S:1:pos:R:3:nbo_charge:R:1
C 0.01 -1.26 0.27 -0.027
C -0.13 0.99 0.18 0.046
C -1.97 -0.30 -0.07 0.004
N 0.50 -0.11 0.23 -0.422
N -1.58 0.90 -0.02 -0.516
S -2.54 2.41 0.04 -0.430
Br -3.83 -0.76 0.05 -0.010
H 0.24 -2.08 -0.25 0.158
H 0.18 2.02 0.09 0.199
```

Output
Molecular weight, g mol⁻¹: 178.0
LUMO energy, eV: 3.40
Frontier orbital gap, hartree: 0.2529
Total charge: -1
Calculated total energy, eV: -86998.2823
Energy above the lowest of the compared OMol25 structures with the same formula, charge and spin, eV: 3.304